No. 1
C2H6NS | ωB97M-V/def2-TZVPD

The geometry in ORCA input format:
```
! RIJCOSX wB97M-V def2-TZVPD def2/J DEFGRID3
* xyz -1 1
S -1.79 -1.08 1.79
H -0.86 -0.37 2.44
C 2.05 1.08 -2.26
C 1.22 0.42 -1.45
N 0.49 0.79 -0.32
H 2.12 2.15 -2.06
H 2.86 0.58 -2.77
H 1.34 -0.67 -1.50
H 0.49 0.06 0.36
H -0.36 1.30 -0.32
*
```

Summary:
* Kohn-Sham gap: 6.5845 eV
* energy: -14496.547 eV
* ΔE to the lowest compared entry with this formula, charge and spin: 0.8945 eV

=====

No. 2
C2H6O | ωB97M-V/def2-TZVPD

The geometry in ORCA input format:
```
! RIJCOSX wB97M-V def2-TZVPD def2/J DEFGRID3
* xyz 0 1
C -0.82 0.61 0.04
C -1.43 -0.54 -0.09
H -1.07 1.50 -0.57
H 0.18 0.66 0.50
H -2.35 -0.53 -0.73
H -1.16 -1.45 0.43
O 2.05 -0.15 -0.24
H 2.92 -0.37 0.16
H 1.67 0.27 0.49
*
```

Summary:
* Kohn-Sham gap: 11.1649 eV
* energy: -4217.305 eV
* SMILES string: C=C.O
* ΔE to the lowest compared entry with this formula, charge and spin: 1.1626 eV

=====

No. 3
C2H6O | ωB97M-V/def2-TZVPD

The geometry in ORCA input format:
```
! RIJCOSX wB97M-V def2-TZVPD def2/J DEFGRID3
* xyz 0 1
C 0.96 0.11 0.61
O 0.49 0.23 -0.68
C -0.90 -0.05 -0.70
H 0.70 0.94 1.15
H 2.08 -0.05 0.44
H 0.58 -0.83 1.15
H -1.21 -1.03 -0.30
H -1.27 0.02 -1.67
H -1.44 0.66 -0.01
*
```

Summary:
* Kohn-Sham gap: 11.0461 eV
* energy: -4217.574 eV
* SMILES string: COC
* ΔE to the lowest compared entry with this formula, charge and spin: 0.8929 eV

=====

No. 4
C2H6O | ωB97M-V/def2-TZVPD

The geometry in ORCA input format:
```
! RIJCOSX wB97M-V def2-TZVPD def2/J DEFGRID3
* xyz 0 1
C 0.88 -0.51 0.94
C 0.70 -0.82 -0.33
H 0.21 -0.85 1.72
H 1.70 0.11 1.24
H -0.15 -1.39 -0.71
H 1.44 -0.55 -1.08
O -1.83 1.51 -0.34
H -1.19 0.82 -0.15
H -1.75 1.67 -1.29
*
```

Summary:
* Kohn-Sham gap: 11.7178 eV
* energy: -4217.839 eV
* SMILES string: C=C.O
* ΔE to the lowest compared entry with this formula, charge and spin: 0.6281 eV